1.
Here is a cluster of 4 separate species, C27H32Br2F6N3O14S in total in a non-equilibrium geometry from the Open Molecules 2025 dataset. Energies are from the ωB97M-V functional and the def2-TZVPD basis.

The calculation puts the highest occupied orbital energy at -12.27 eV. The molar mass is 928.4 u. Its calculated total energy is -228867.8766 eV. Its HOMO-LUMO gap is 6.871 eV. The LUMO energy is -5.40 eV.

Geometry as ORCA input:
```
! wB97M-V def2-TZVPD RIJCOSX def2/J DEFGRID3
* xyz 1 1
C 6.63490 -1.40677 -4.69641
C 5.68239 -2.51220 -4.15850
O 6.10228 -3.29067 -3.35479
O 4.30846 -2.64780 -4.51927
C 3.47188 -2.07554 -3.54959
O 2.42047 -2.53809 -3.25387
C 4.00262 -0.72593 -2.90554
C 2.86746 0.06576 -2.22578
C 2.22833 -0.36976 -0.93124
C 2.71642 -1.67970 -0.25961
C 1.67073 -2.56925 0.17580
C 2.09193 -3.80197 0.86015
C 3.54100 -4.00482 1.02812
C 4.42062 -2.97588 0.48886
N 4.05739 -1.82295 -0.12406
N 1.24311 0.28027 -0.31286
N 0.83769 1.39671 -0.86892
C 1.23942 1.99595 -2.01338
C 0.61169 3.33340 -2.47152
C 1.61246 4.52842 -2.17596
C 0.97063 5.93073 -2.53889
F -0.14903 5.79708 -3.35001
Br 0.38571 6.89408 -0.89768
C 2.10112 6.81756 -3.20571
F 1.68802 8.08166 -3.50718
F 2.43862 6.18311 -4.39271
Br 3.69417 6.97360 -2.03809
C 2.31419 1.31791 -2.79038
S 2.97155 1.93389 -4.36620
O 4.39791 2.21635 -4.20160
O 2.33989 3.14143 -4.86766
C 2.81476 0.65587 -5.74689
F 2.24430 1.21937 -6.84136
F 1.97315 -0.36725 -5.37595
F 4.01761 0.16951 -6.12237
H 6.22759 -0.82443 -5.56052
H 7.63838 -1.84406 -4.92527
H 6.79404 -0.65737 -3.86851
H 4.85827 -0.90757 -2.19656
H 4.45942 -0.15469 -3.76340
H 0.59842 -2.33649 0.01276
H 1.33398 -4.51473 1.25169
H 3.86278 -4.92892 1.54759
H 5.52041 -3.15337 0.60150
H 0.07969 1.88983 -0.36958
H -0.35508 3.44535 -1.89859
H 0.31048 3.30447 -3.55171
H 1.82673 4.53326 -1.07327
H 2.59340 4.35489 -2.68888
C -0.79279 -0.76188 2.50345
O -2.21249 -0.84491 2.41867
C -2.76093 0.10372 1.65151
O -2.15833 0.97186 1.05948
O -4.08028 -0.07411 1.65102
C -4.80520 0.87532 0.86438
H -0.44654 -1.57164 3.14423
H -0.34221 -0.88487 1.51869
H -0.48875 0.18536 2.95065
H -4.51077 0.81220 -0.18379
H -4.65576 1.88548 1.24627
H -5.86337 0.63241 0.93991
C 2.70530 -5.55975 6.46478
O 1.28237 -5.64849 6.38678
C 0.71363 -4.71091 5.62544
O 1.29063 -3.83614 5.02630
O -0.60870 -4.90992 5.64057
C -1.34638 -3.97079 4.86323
H 3.05011 -6.36819 7.10653
H 3.15352 -5.68408 5.47822
H 3.00830 -4.61076 6.90816
H -1.05720 -4.03021 3.81255
H -1.20428 -2.95890 5.24539
H -2.40099 -4.22616 4.94590
C -8.79696 -0.37502 2.93103
O -8.85169 0.92505 2.34476
C -9.76559 1.73715 2.89400
O -10.50359 1.45751 3.80102
O -9.71194 2.91196 2.25628
C -10.63990 3.88371 2.74090
H -8.02629 -0.94173 2.41048
H -8.52511 -0.31103 3.98521
H -9.74859 -0.89334 2.81013
H -10.44170 4.11692 3.78747
H -11.66482 3.53480 2.61221
H -10.50505 4.78916 2.15197
*
```

Here are the Mulliken charges for atoms 1 to 6, given in e: -0.87 0.71 -0.45 -0.33 0.46 -0.45

2.
Here is a structure of composition HO2SY in a non-equilibrium geometry from the Open Molecules 2025 dataset. Energies are from the ωB97M-V functional and the def2-TZVPD basis.

The calculation puts the highest occupied orbital energy (spin up / spin down) at -13.86 / -13.19 eV. The molar mass is 154.0 u. Its calculated total energy is -15977.8745 eV. Its HOMO-LUMO gap (spin up / spin down) is 7.436 / 6.327 eV. The LUMO energy (spin up / spin down) is -6.43 / -6.86 eV.

Geometry as ORCA input:
```
! wB97M-V def2-TZVPD RIJCOSX def2/J DEFGRID3
* xyz 1 2
Y 0.77355 -0.95002 0.54947
S 2.42111 1.02599 -0.19140
O -0.06783 0.87642 -0.09538
O -1.33220 -0.44399 0.28942
H -1.79463 -0.50840 -0.55211
*
```

Quick look at the Mulliken charges, all values in e: 1.66 -0.10 -0.30 -0.65 0.38

3.
Here is a cluster of 4 separate species, C41H58BF24N4O8 in total in a non-equilibrium geometry from the Open Molecules 2025 dataset. Energies are from the ωB97M-V functional and the def2-TZVPD basis.

The calculation puts the highest occupied orbital energy at -11.35 eV. The molar mass is 1201.7 u. Its calculated total energy is -131684.5258 eV. Its HOMO-LUMO gap is 7.928 eV. The LUMO energy is -3.43 eV.

Geometry as ORCA input:
```
! wB97M-V def2-TZVPD RIJCOSX def2/J DEFGRID3
* xyz 1 1
C 2.89438 7.51060 1.29178
C 2.14113 6.40227 0.55452
C 0.86448 5.97463 1.31398
C 0.71276 4.42951 1.33044
C 1.63156 3.91855 2.44120
C -0.78766 4.07395 1.37038
O -1.40211 5.00602 2.20302
C -2.51094 5.78795 1.79782
C -3.89898 5.13000 1.84846
C -1.38650 3.94888 -0.02181
B -0.95011 5.05593 -1.11122
C -1.93881 6.14207 -1.69080
O 0.31464 5.00287 -1.60190
N -1.14864 2.64682 -0.69512
C -2.32948 2.12107 -1.36654
C -1.95444 1.42242 -2.64581
N -2.04929 0.18131 -2.81592
C -0.29852 1.63798 -0.07747
C 1.18369 1.79613 -0.46562
C 1.70019 0.68914 -1.38679
C 2.98358 1.12931 -2.10256
C 4.20253 0.88070 -1.22401
O 5.30927 1.65069 -1.65725
C 5.50409 2.81715 -0.89939
C -0.59820 1.43416 1.44390
C 0.45615 0.62034 2.18244
C 0.74395 -0.63993 1.61381
C 1.66052 -1.50335 2.20209
C 2.32384 -1.15389 3.37464
C 2.03651 0.08032 3.96932
C 1.11244 0.93766 3.37248
N -1.17954 2.70295 2.05449
C -1.34091 2.70411 3.52192
O -2.70556 3.01554 3.73732
N -2.90566 3.45352 5.15205
O -3.17445 4.55870 5.19714
H 2.94201 7.29187 2.35392
H 2.41259 8.46769 1.12941
H 3.92229 7.57260 0.94710
H 1.83479 6.75580 -0.42220
H 2.79455 5.54493 0.40922
H 0.02510 6.44112 0.80247
H 0.90384 6.32540 2.33829
H 1.17227 4.12961 0.40089
H 1.21293 3.96302 3.43848
H 2.02802 2.93945 2.21280
H 2.50082 4.57094 2.46021
H -2.54783 6.60497 2.51049
H -2.37628 6.27383 0.83547
H -4.55773 5.73003 1.22922
H -3.90362 4.09862 1.51864
H -4.27413 5.17325 2.86219
H -2.46924 4.03892 0.05223
H -1.98065 6.11620 -2.77699
H -1.50588 7.10999 -1.42822
H -2.93477 6.11829 -1.26247
H 0.40340 5.50247 -2.41740
H -3.01634 2.92521 -1.61938
H -2.86317 1.39664 -0.73830
H -1.56825 2.02662 -3.45837
H -2.43977 -0.25744 -1.98301
H -0.60188 0.69356 -0.51737
H 1.26153 2.71576 -1.03718
H 1.85063 1.89848 0.38509
H 0.93423 0.42592 -2.11195
H 1.95744 -0.19893 -0.80909
H 2.95558 2.19428 -2.32036
H 3.07774 0.56789 -3.02618
H 4.50696 -0.16067 -1.27286
H 3.95580 1.14352 -0.19349
H 5.58244 2.59880 0.16589
H 6.42843 3.27875 -1.22669
H 4.70017 3.53784 -1.07744
H -1.45450 0.75971 1.44983
H 0.25008 -0.97087 0.71250
H 1.87872 -2.46068 1.76314
H 3.03476 -1.82057 3.83243
H 2.52056 0.38249 4.88311
H 0.91747 1.86948 3.86192
H -2.15965 2.67310 1.76700
H -1.16020 1.71267 3.91820
H -0.69838 3.41121 4.03113
C -2.15721 -5.41524 -1.98848
C -3.09358 -4.30857 -1.46838
C -2.78969 -2.87352 -1.90835
F -1.57806 -2.48828 -1.44917
F -3.70198 -2.02468 -1.35686
F -3.16742 -4.36093 -0.12078
F -4.33367 -4.58526 -1.95467
O -1.12734 -5.85164 -1.10840
C 0.09424 -5.23323 -1.08691
C 0.39583 -4.62700 0.28524
F -0.53974 -3.71391 0.62533
F 1.58226 -3.96593 0.20606
F 0.20982 -4.29797 -2.05393
F 1.03562 -6.16407 -1.32284
H -2.79644 -6.28818 -2.10599
H -1.76985 -5.18334 -2.97854
H -2.81360 -2.74814 -2.99307
H 0.42993 -5.38851 1.06390
C 0.71118 -1.87320 -6.90913
C 2.11676 -1.54844 -7.43521
C 2.74054 -2.51742 -8.44199
F 2.91601 -3.73457 -7.88953
F 3.95017 -2.03846 -8.80607
F 2.95867 -1.35620 -6.39795
F 2.00220 -0.36163 -8.09786
O 0.63162 -2.48469 -5.63637
C 0.65690 -3.83847 -5.48240
C 1.85573 -4.27724 -4.63398
F 2.99952 -3.92163 -5.24990
F 1.83477 -5.62182 -4.50674
F 0.61499 -4.49266 -6.65214
F -0.47049 -4.18127 -4.79977
H 0.24044 -0.90262 -6.76358
H 0.11167 -2.39836 -7.65271
H 2.11350 -2.60718 -9.33347
H 1.82143 -3.81576 -3.64862
C -2.04714 -7.44040 3.50566
C -0.74939 -6.62252 3.57394
C 0.26593 -6.97281 4.66262
F -0.25073 -6.75940 5.88544
F 1.34438 -6.16479 4.51057
F -1.03360 -5.30460 3.61661
F -0.09431 -6.85040 2.38769
O -3.19564 -6.85825 4.07826
C -3.50660 -7.03564 5.39955
C -3.55492 -5.69417 6.13524
F -2.35235 -5.08460 6.07146
F -3.85436 -5.91645 7.43108
F -2.67793 -7.90239 6.00440
F -4.74948 -7.55601 5.45758
H -2.28182 -7.49955 2.44358
H -1.89339 -8.46508 3.84464
H 0.58979 -8.01323 4.57403
H -4.31191 -5.04754 5.68765
*
```

Here are the Mulliken charges for atoms 1 to 6, given in e: -1.53 -0.20 -1.32 1.48 -1.56 -0.05

4.
Here is an isolated molecule of C4H8OS in a non-equilibrium geometry from the Open Molecules 2025 dataset. Energies are from the ωB97M-V functional and the def2-TZVPD basis.

The calculation puts the highest occupied orbital energy at -9.23 eV. The molar mass is 104.2 u. Its calculated total energy is -17159.0639 eV. Its HOMO-LUMO gap is 10.119 eV. The LUMO energy is 0.89 eV. The energy relative to the best compared isomer or geometry (same formula, charge and spin) is 133.8 kJ/mol.

Geometry as ORCA input:
```
! wB97M-V def2-TZVPD RIJCOSX def2/J DEFGRID3
* xyz 0 1
C -2.31314 -0.86811 -0.17750
C -0.84962 -0.38471 -0.41685
S -0.42889 1.29200 0.08889
C 0.16548 -0.28924 0.70999
C 1.66895 -0.69706 0.43276
O 2.20042 -0.15832 -0.71929
H -2.91234 -0.56724 -1.02158
H -2.56412 -0.23677 0.73447
H -2.47945 -1.93133 -0.05797
H -0.33907 -0.82980 -1.32160
H -0.23642 -0.74809 1.66422
H 1.51928 -1.86977 0.31621
H 2.27340 -0.56364 1.44511
H 1.96763 0.77597 -0.71718
*
```

Here are the Mulliken charges for atoms 1 to 6, given in e: -1.10 0.11 -0.24 -0.29 -0.47 -0.44